This record from OMol25 describes a structure of composition C4H6S. The level of theory is ωB97M-V with the def2-TZVPD basis set.

Each line ends with the Mulliken charge.
CARTESIAN COORDINATES (ANGSTROEM)
1 C 0.033 1.404 0.041  -0.8551
2 C -0.182 -0.210 -0.064  0.6868
3 C -1.349 -0.950 0.044  -0.7784
4 C 1.060 -0.962 -0.013  -0.3313
5 H 1.361 1.696 -0.566  0.2884
6 H 0.002 1.799 1.304  0.2403
7 H -0.964 1.919 -0.849  0.2305
8 H -2.391 -0.487 0.156  0.2759
9 H -1.092 -1.914 -0.300  0.3079
10 H 1.043 -2.070 0.243  0.2232
11 S 2.478 -0.225 0.005  -0.2880

LUMO = -0.802 eV
highest occupied orbital energy = -8.443 eV
E = -15075.090 eV
F_max = 5.2 eV Å⁻¹
energy relative to the best compared isomer or geometry (same formula, charge and spin) = 453.8 kJ/mol

This record from OMol25 describes a structure of composition C27H21N3O4PSe3W. The level of theory is ωB97M-V with the def2-TZVPD basis set.

Each line ends with the Mulliken charge.
CARTESIAN COORDINATES (ANGSTROEM)
1 W -0.024 -0.412 0.722  0.3416
2 O 1.697 3.424 6.320  -0.6467
3 C 1.738 2.206 6.443  0.4586
4 O 2.090 1.346 7.243  -0.6554
5 C 1.179 1.482 5.042  0.2901
6 C 1.213 0.092 4.919  -0.8561
7 C 0.793 -0.486 3.752  -0.1209
8 N 0.357 0.239 2.685  0.2359
9 C 0.329 1.618 2.833  0.9325
10 C 0.715 2.254 3.988  -0.8380
11 C -0.089 2.330 1.609  0.0860
12 O -0.361 3.476 1.485  -0.5334
13 O -0.167 1.426 0.594  -0.3151
14 H 1.569 -0.506 5.747  0.5262
15 H 0.790 -1.559 3.615  0.4020
16 H 0.666 3.335 4.040  0.6343
17 Se -0.374 -0.267 -1.802  -0.0883
18 P 1.844 -0.609 -1.667  0.2318
19 Se 2.486 -0.145 0.405  -0.2109
20 C 2.688 0.467 -2.842  1.2973
21 C 2.120 0.651 -4.100  -0.3546
22 C 2.796 1.418 -5.032  -0.7193
23 C 4.014 1.998 -4.702  -0.4842
24 C 4.566 1.817 -3.442  -0.6857
25 C 3.904 1.049 -2.498  -0.4446
26 C 2.109 -2.366 -2.041  1.1668
27 C 3.061 -3.093 -1.334  -0.3519
28 C 3.239 -4.435 -1.631  -0.7178
29 C 2.475 -5.037 -2.620  -0.4983
30 C 1.543 -4.299 -3.337  -0.7301
31 C 1.352 -2.958 -3.049  -0.3709
32 H 1.159 0.210 -4.335  0.2662
33 H 2.367 1.571 -6.013  0.4065
34 H 4.534 2.604 -5.432  0.4021
35 H 5.510 2.278 -3.188  0.4123
36 H 4.316 0.909 -1.508  0.3050
37 H 3.646 -2.618 -0.557  0.3233
38 H 3.973 -5.010 -1.083  0.4260
39 H 2.600 -6.091 -2.828  0.4184
40 H 0.957 -4.768 -4.116  0.4117
41 H 0.616 -2.380 -3.593  0.2418
42 C -3.342 -1.596 -0.536  -1.0673
43 N -3.306 -0.422 0.318  0.4279
44 C -2.320 -0.094 1.182  -0.3564
45 Se -0.066 -2.690 1.030  -0.1250
46 N -2.767 0.986 1.854  0.2305
47 C -4.029 1.362 1.434  0.2720
48 C -4.863 2.413 1.794  -0.7005
49 C -6.054 2.517 1.105  -0.6146
50 C -6.407 1.603 0.103  -0.5978
51 C -5.581 0.555 -0.249  -0.7663
52 C -4.376 0.454 0.437  0.7774
53 H -2.506 -2.245 -0.308  0.1693
54 H -3.316 -1.314 -1.588  0.4199
55 H -4.263 -2.147 -0.347  0.4091
56 H -2.285 1.430 2.618  0.2200
57 H -4.582 3.121 2.563  0.4403
58 H -6.729 3.329 1.338  0.4023
59 H -7.348 1.728 -0.415  0.4071
60 H -5.857 -0.148 -1.025  0.4577

LUMO (spin up / spin down) = -6.461 / -6.460 eV
highest occupied orbital energy (spin up / spin down) = -10.259 / -10.259 eV
E = -248148.212 eV
F_max = 4.5 eV Å⁻¹
charge = +1
energy relative to the best compared isomer or geometry (same formula, charge and spin) = 213.9 kJ/mol

This record from OMol25 describes a structure of composition C17H26OOsSiTe4. The level of theory is ωB97M-V with the def2-TZVPD basis set.

Each line ends with the Löwdin spin population.
CARTESIAN COORDINATES (ANGSTROEM)
1 Os -1.068 -0.976 0.371  2.2170
2 Te -0.762 -2.068 2.830  0.3942
3 Te -2.106 -4.320 3.019  0.3925
4 Te -3.603 -4.351 0.820  0.2269
5 Te -3.520 -1.757 0.047  0.1959
6 C -2.019 3.736 -3.109  0.0049
7 Si -3.085 3.129 -1.699  0.0242
8 C -3.148 4.390 -0.319  0.0050
9 C -4.810 2.725 -2.299  0.0021
10 C -2.326 1.594 -1.020  0.1608
11 C -1.811 0.589 -0.549  0.0372
12 H -2.441 4.634 -3.563  0.0007
13 H -1.929 2.974 -3.884  0.0001
14 H -1.015 3.972 -2.755  0.0000
15 H -3.602 5.321 -0.665  0.0007
16 H -2.146 4.617 0.047  0.0000
17 H -3.736 4.018 0.520  0.0002
18 H -5.292 3.606 -2.726  0.0003
19 H -5.429 2.368 -1.474  0.0002
20 H -4.789 1.947 -3.062  0.0001
21 C 0.621 1.344 2.374  0.0191
22 C 2.016 1.083 1.805  0.0012
23 C 2.222 1.856 0.500  0.0008
24 C 2.386 -0.383 1.678  0.0112
25 C 3.373 -0.904 2.507  0.0007
26 C 3.811 -2.212 2.380  0.0033
27 C 3.287 -3.011 1.376  0.0008
28 C 2.296 -2.544 0.519  0.0116
29 C 1.841 -3.429 -0.627  0.0017
30 C 0.381 -3.873 -0.577  0.0194
31 C 2.175 -2.819 -1.990  0.0001
32 C 1.826 -1.239 0.721  0.0323
33 O 0.820 -0.764 -0.067  0.2083
34 H 0.510 2.404 2.613  0.0010
35 H 0.445 0.784 3.295  -0.0001
36 H -0.167 1.110 1.651  0.0116
37 H 2.723 1.487 2.537  0.0005
38 H 1.516 1.527 -0.261  0.0000
39 H 3.233 1.713 0.115  0.0000
40 H 2.072 2.924 0.669  0.0001
41 H 3.812 -0.260 3.260  0.0001
42 H 4.577 -2.597 3.038  0.0003
43 H 3.659 -4.019 1.240  -0.0001
44 H 2.436 -4.342 -0.524  0.0004
45 H -0.307 -3.081 -0.912  0.0105
46 H 0.078 -4.196 0.420  0.0014
47 H 0.222 -4.705 -1.265  0.0013
48 H 1.609 -1.901 -2.150  -0.0004
49 H 1.926 -3.520 -2.789  0.0001
50 H 3.236 -2.582 -2.064  0.0000

⟨S²⟩ = 6.037
LUMO (spin up / spin down) = -1.098 / -2.862 eV
2S+1 = 5
highest occupied orbital energy (spin up / spin down) = -7.553 / -7.899 eV
E = -59615.328 eV
F_max = 0.3 eV Å⁻¹
energy relative to the best compared isomer or geometry (same formula, charge and spin) = 0.0 kJ/mol

- What is the formula in the first record?
  C4H6S

- energy relative to the best compared isomer or geometry (same formula, charge and spin) of number 2 (C27H21N3O4PSe3W)?
  213.9 kJ/mol